# 1
C4H8N | ωB97M-V with the def2-TZVPD basis set

Structure (XYZ):
```
13
Properties=species:S:1:pos:R:3:lowdin_charge:R:1
H 2.7222 0.1804 -0.5284 0.12
C 1.7631 0.4355 -0.0041 -0.03
H 0.8200 -1.5530 -0.6547 0.17
C -1.9979 -0.3753 0.0118 0.07
N -1.2644 0.9280 -0.1052 0.23
H -2.3582 -0.6705 -0.9225 0.11
H 1.9768 0.7072 0.9905 0.08
H -2.2972 -0.6852 0.9612 0.11
C -0.5266 -0.1638 -0.0593 -0.13
C 0.7617 -0.6900 0.0031 -0.15
H 1.2882 1.3222 -0.4504 0.09
H 0.6334 -1.3445 0.8092 0.15
H -1.5211 1.9090 -0.0512 0.19
```

**E_LUMO**: -4.8 eV
**Largest force on an atom**: 0.1023 hartree/bohr
**Gap between HOMO and LUMO**: 11.99 eV
**Total charge**: +1
**ΔE to the lowest compared entry with this formula, charge and spin**: 45.4 kcal per mole
**SMILES string**: CCC1=[NH+]C1
**Spin multiplicity**: 1

# 2
H14O7 | ωB97M-V with the def2-TZVPD basis set

Structure (XYZ):
```
21
Properties=species:S:1:pos:R:3:lowdin_charge:R:1
H 0.0188 -2.6872 -0.5424 0.06
O -2.0346 -0.9615 -0.3288 -0.15
H 0.4489 -1.1470 -0.5560 0.05
H 0.7371 0.9374 2.0286 0.01
O 2.4235 -0.0480 -0.8888 -0.06
O -3.5856 -0.9893 1.0562 -0.11
H 3.5716 -1.1186 -0.4734 -0.01
H 2.5039 0.5553 -0.1861 0.04
H 1.3327 1.3135 3.4202 0.10
H -1.5777 3.3803 -2.2804 -0.02
H -1.1912 -0.4777 -0.1172 0.06
H 4.5119 0.0448 -0.2223 0.04
H -3.1958 -0.0749 1.1247 0.07
H -1.0603 2.0831 -2.3027 0.04
H -2.3559 -0.6394 -1.1885 0.07
H -4.5201 -0.9542 0.8523 0.03
O -0.2630 -1.8126 -0.8084 -0.09
O 4.1016 -0.7174 0.1720 -0.06
H 1.6778 0.2011 -1.4480 0.07
O 0.6583 1.6246 2.7027 -0.10
O -1.4129 2.7271 -1.6685 -0.03
```

**E_LUMO**: -0.1 eV
**Largest force on an atom**: 0.0970 hartree/bohr
**Gap between HOMO and LUMO**: 8.15 eV
**ΔE to the lowest compared entry with this formula, charge and spin**: 148.2 kcal per mole
**SMILES string**: O.O.O.O.O.O.O
**Spin multiplicity**: 1

# 3
C12H30N3NaO5S2 | ωB97M-V with the def2-TZVPD basis set

Structure (XYZ):
```
53
Properties=species:S:1:pos:R:3:lowdin_charge:R:1
H 0.9948 2.8191 -0.2859 0.11
H -0.2606 -3.9037 3.2516 0.05
H 2.2962 0.4657 -2.6156 0.11
H -4.4561 -1.9543 -3.3685 0.06
H 0.0844 3.0892 -2.4928 0.08
N 1.9507 0.9289 -0.5917 -0.20
C 2.9978 -1.1301 -1.4731 -0.07
C 2.7699 0.3262 -1.6439 -0.26
H -4.5602 0.7001 -3.4732 0.06
H 4.7836 0.6230 0.5937 0.07
H 3.0750 -0.9453 2.7469 0.03
S -2.4743 -0.5593 -2.9229 0.90
S 1.6208 -2.7004 2.3717 0.93
C -3.6392 0.8792 -2.9184 -0.22
H 0.7302 1.6876 -3.1794 0.08
C -4.5875 -0.3043 0.7302 -0.04
C 1.4452 2.2506 -1.0996 -0.21
H 2.3805 0.3715 1.3846 0.06
N -2.3318 -1.4774 0.7576 0.21
Na -0.1995 -0.0584 0.1127 0.27
H 4.5229 2.3653 0.1458 0.08
C 2.3525 -1.3886 3.4320 -0.25
C 0.1299 -2.9028 3.4351 -0.24
H 2.7964 -1.7453 4.3615 0.07
C 2.6297 1.1921 0.7118 -0.22
C -3.6364 -1.9641 -2.6501 -0.22
H 2.2866 2.7450 -1.5852 0.12
H -3.1586 -2.9429 -2.6905 0.06
H -0.5960 -2.1408 3.1515 0.04
O -1.9723 2.2897 3.0192 0.28
C -3.3438 -0.9721 0.7480 -0.29
H -4.4663 0.7788 0.7426 0.10
O 1.1404 -1.9108 1.1207 -0.58
H 3.6322 -1.5764 -2.2390 0.09
N -1.3550 1.6337 2.2216 -0.58
H -4.0628 -1.9650 -1.6470 0.02
H -3.9503 1.0162 -1.8827 0.03
O -1.4614 -0.4764 -1.7942 -0.59
H -5.0583 -0.6683 -0.1830 0.08
H 2.0374 -1.6454 -1.4673 0.07
H -0.5763 1.6517 -1.9442 0.03
H 4.3484 1.7284 1.7582 0.07
C 4.1561 1.5069 0.7085 -0.06
H 0.3475 -2.6653 4.4765 0.05
O -0.4709 0.8936 2.5230 0.20
H 3.7339 0.8332 -1.6037 0.11
O -1.6377 1.7356 1.0216 0.19
H 1.6514 -0.5629 3.5535 0.05
H 2.0396 2.0181 1.1088 0.10
H 3.4439 -1.2775 -0.4896 0.07
H -5.1543 -0.6157 1.6076 0.11
H -3.3556 1.8462 -3.3338 0.06
C 0.3878 2.0781 -2.2211 -0.08
```

**E_LUMO (alpha / beta)**: -3.5 / -8.0 eV
**Largest force on an atom**: 0.0513 hartree/bohr
**Gap between HOMO and LUMO (alpha / beta)**: 7.95 / 3.42 eV
**Total charge**: +1
**Spin multiplicity**: 2

# 4
C15H28BiBrN6O6P | ωB97M-V with the def2-TZVPD basis set

Structure (XYZ):
```
58
Properties=species:S:1:pos:R:3:lowdin_charge:R:1
H 2.7087 -2.8335 2.5649 0.17
N 0.2010 -2.8412 -7.3401 0.23
H -2.8514 6.8917 2.6458 0.12
N 2.3347 -3.0108 -6.4962 0.22
C -1.6877 1.7116 2.4822 -0.55
H -1.2973 -0.0391 -3.1323 0.14
P 1.5885 -0.2563 3.2606 0.42
N -1.6995 -0.9475 -0.4892 -0.02
N 0.5718 -2.5044 -5.0902 0.10
O 0.8649 -1.4201 3.8696 -0.37
C -2.0122 3.1380 2.5237 -0.15
C 1.8112 1.0402 4.5281 -0.15
C -0.4578 -0.6938 -1.2681 -0.28
Br -2.2798 6.2524 -0.1733 0.82
H 0.3773 -0.5475 -3.1923 0.13
H -2.9051 5.5529 4.7183 0.12
H 3.6690 -0.0807 1.9963 0.12
H 0.5314 -3.0582 -8.2663 0.15
H -2.3742 -0.1989 -0.6311 0.12
H 2.1933 -1.9966 1.2360 0.10
H 2.7084 -3.1899 -7.4135 0.14
C -1.0387 -2.1851 -3.2700 -0.17
H 2.9830 -3.0206 -5.7279 0.14
C -2.6135 5.8367 2.6162 -0.07
O 1.5819 -1.9556 -1.4024 0.11
O 0.5544 -1.8759 0.5688 -0.29
C -2.0084 3.8842 1.3452 -0.06
C 3.2265 -0.8100 2.6722 -0.15
C -2.6344 5.0817 3.7830 -0.03
C 0.6547 -1.5950 -0.7189 -0.57
H -2.0956 -2.3582 -3.0577 0.12
O -1.3873 1.0488 3.5108 -0.13
H -0.2577 1.2015 4.8661 0.11
O -1.6908 1.0848 1.3389 -0.21
H -1.7746 3.4167 0.3996 0.11
N 2.9792 -2.0870 1.9181 0.17
H 0.6888 1.6469 6.1992 0.18
H -0.4768 -2.9710 -2.7561 0.12
C -0.6000 -0.8020 -2.7791 -0.14
H -1.3931 -3.2504 -5.1084 0.14
C -0.8546 -2.3627 -4.7721 -0.16
C -2.3297 3.7329 3.7445 -0.01
Bi -1.0224 -0.9289 1.8492 2.04
H -1.2589 -1.4923 -5.2964 0.14
C -2.2991 5.2333 1.4049 -0.67
H -0.7761 -2.6288 -7.2425 0.12
H -0.1507 0.3263 -1.0130 0.16
H -2.3801 3.1339 4.6448 0.12
H -2.1327 -1.8193 -0.7865 0.12
O 0.8617 0.3159 2.0461 -0.43
H 1.2282 -2.5022 -4.3235 0.15
H 1.8671 2.0256 4.0696 0.13
N 0.6054 0.9908 5.4204 0.16
H 0.4798 0.0461 5.7983 0.16
H 2.7045 0.8657 5.1268 0.12
C 1.0360 -2.7863 -6.3083 -0.42
H 3.9128 -1.0182 3.4917 0.12
H 3.8160 -2.3909 1.4157 0.18
```

**E_LUMO**: -7.8 eV
**Largest force on an atom**: 0.0067 hartree/bohr
**Gap between HOMO and LUMO**: 7.38 eV
**Total charge**: +3
**ΔE to the lowest compared entry with this formula, charge and spin**: 0.0 kcal per mole
**Spin multiplicity**: 1

| no. | calculated total energy (eV) |
| --- | --- |
| 1 | -5757.8970 |
| 2 | -14555.0347 |
| 3 | -53712.7597 |
| 4 | -122388.0674 |